Formula: C3H12N6
Source: the Open Molecules 2025 dataset
Level of theory: ωB97M-V/def2-TZVPD

The geometry in ORCA input format:
```
! RIJCOSX wB97M-V def2-TZVPD def2/J DEFGRID3
* xyz 2 3
C 0.87184 -0.29744 0.36245
C -0.42398 -0.92058 -0.02161
C -0.62683 1.35651 -0.03712
N 0.76115 1.02042 0.29752
N -1.24233 0.06054 -0.00764
N 3.11801 -0.92592 -0.38945
N -0.59632 -2.17214 -0.03815
N 1.68246 1.93713 0.47810
N -3.46099 0.03714 -0.18694
H -1.24339 1.93205 0.70277
H -0.79549 1.69868 -1.02664
H 3.22052 -1.56401 0.34699
H 3.22333 -1.24182 -1.35344
H 0.16123 -2.73775 0.17950
H -1.43077 -2.63436 -0.41511
H 1.31723 2.70063 1.04515
H 2.66485 1.67693 0.55366
H 3.79463 -0.14957 -0.14061
H -3.87440 -0.74148 -0.59482
H -3.43683 0.92789 -0.61984
H -3.68393 0.03715 0.86524
*
```

Values from the calculation:
⟨S²⟩	2.022
frontier orbital gap (alpha / beta)	9.036 / 7.308	eV
highest occupied orbital energy (alpha / beta)	-17.00 / -17.49	eV
E_LUMO (alpha / beta)	-7.97 / -10.19	eV
ΔE to the lowest compared entry with this formula, charge and spin	0.00	kcal/mol

Here are the Löwdin charges for atoms 1 to 6, given in e:
1. C 0.20
2. C -0.39
3. C -0.07
4. N -0.14
5. N 0.09
6. N 0.15



Formula: C5H14
Source: the Open Molecules 2025 dataset
Level of theory: ωB97M-V/def2-TZVPD

The geometry in ORCA input format:
```
! RIJCOSX wB97M-V def2-TZVPD def2/J DEFGRID3
* xyz 0 1
C -1.81439 0.26015 1.54148
C -1.21729 1.61402 1.04841
C 0.17613 1.75926 1.64814
H -1.08232 -0.35268 2.05963
H -2.79783 0.50992 1.88324
H -1.83920 -0.38390 0.59780
H -1.89118 2.37739 1.49161
H -1.15282 1.82155 -0.02913
H 0.55878 2.74756 1.30143
H 0.89409 0.98525 1.34335
H 0.24880 1.67012 2.74672
C 1.22086 -2.25072 -2.34273
C 1.29068 -0.99261 -1.53066
H 1.98581 -3.00146 -2.14011
H 0.35181 -2.89231 -2.30655
H 1.27622 -1.94055 -3.42517
H 0.61551 -1.06586 -0.67978
H 0.89570 -0.09956 -2.06819
H 2.28063 -0.76557 -1.13948
*
```

Values from the calculation:
SMILES	CCC.CC
frontier orbital gap	11.879	eV
highest occupied orbital energy	-10.79	eV
E_LUMO	1.09	eV
ΔE to the lowest compared entry with this formula, charge and spin	22.72	kcal/mol

Here are the Löwdin charges for atoms 1 to 6, given in e:
1. C -0.12
2. C -0.32
3. C -0.16
4. H 0.06
5. H 0.05
6. H 0.08



Formula: C30H38N3O9P2S
Source: the Open Molecules 2025 dataset
Level of theory: ωB97M-V/def2-TZVPD

The geometry in ORCA input format:
```
! RIJCOSX wB97M-V def2-TZVPD def2/J DEFGRID3
* xyz 1 1
C -0.16053 -1.67090 -5.28622
C 0.24299 -1.90092 -3.85406
C -0.48159 -2.76277 -3.03433
C -0.13067 -2.94774 -1.70614
C 0.95860 -2.28632 -1.14268
C 1.22302 -2.56483 0.33159
C 1.85902 -1.46628 1.20091
P 1.93816 -2.24705 2.94771
O 1.71856 -3.69557 2.92740
O 0.91441 -1.46251 3.90962
O 3.34695 -1.82264 3.54378
C 0.94077 -0.24657 1.28841
O 0.68787 0.36577 0.06576
C -0.64237 0.36681 -0.33697
O -1.39467 -0.49547 0.01772
C -0.96935 1.53676 -1.17445
C -2.17680 2.19353 -0.95314
C -2.50429 3.28005 -1.74762
C -1.63868 3.69837 -2.74771
C -0.43853 3.03222 -2.97421
C -0.09868 1.94693 -2.17966
N 1.56296 0.84271 2.13033
C 0.62240 2.02008 2.30337
C 0.32355 2.23021 3.79170
C -0.92860 3.08870 3.98893
S -1.61441 2.84497 5.66355
C 2.85245 1.25868 1.50228
C 3.80404 0.08684 1.31465
P 5.09239 0.80394 0.15853
N 4.57299 1.40644 -1.18111
N 3.19094 -1.08548 0.71543
C 4.09344 -2.23896 0.62672
C 4.43963 -2.60359 -0.81168
O 4.92169 -1.83052 -1.58881
O 4.18429 -3.90155 -1.08018
C 1.70106 -1.44633 -1.97352
C 1.35008 -1.25983 -3.30354
H -0.37892 -0.61015 -5.42972
H -1.08286 -2.20457 -5.50459
H 0.62621 -1.94927 -5.98378
H -1.34628 -3.27787 -3.43380
H -0.72909 -3.60594 -1.08714
H 1.80567 -3.47928 0.42409
H 0.25679 -2.80359 0.78320
H -0.00242 -1.62182 3.64496
H 3.76949 -2.60145 3.93921
H -0.00479 -0.49721 1.76719
H -2.83980 1.83570 -0.17670
H -3.43328 3.80847 -1.58344
H -1.89461 4.55243 -3.35951
H 0.24159 3.34855 -3.75243
H 0.82456 1.40773 -2.35088
H 1.76103 0.49966 3.07376
H 1.09701 2.89009 1.85833
H -0.31202 1.81214 1.78947
H 1.18956 2.68136 4.27665
H 0.11215 1.24950 4.22598
H -0.70083 4.14825 3.90516
H -1.70234 2.81535 3.27498
H -2.76857 2.26697 5.31892
H 3.33074 1.95361 2.19557
H 2.64686 1.81825 0.59344
H 4.30246 -0.12419 2.27081
H 6.04873 -0.21415 0.02126
H 5.73162 1.74457 0.99060
H 3.57747 1.30219 -1.33205
H 3.69696 -3.12119 1.12515
H 5.04034 -2.01106 1.12500
H 3.96058 -3.99000 -2.01913
H 2.56708 -0.91888 -1.60275
H 1.95990 -0.60253 -3.91315
C -7.40481 1.39426 -0.12015
C -8.14790 0.38627 -0.56872
C -7.52805 -0.88612 -1.02091
O -8.19916 -1.80459 -1.43084
C -6.04614 -0.98852 -0.95056
C -5.30441 0.01983 -0.50193
C -5.92762 1.29015 -0.05130
O -5.25420 2.21542 0.36102
H -7.83349 2.33049 0.21369
H -9.22740 0.43884 -0.62768
H -5.61680 -1.92462 -1.28428
H -4.22405 -0.04025 -0.44536
*
```

Values from the calculation:
frontier orbital gap	7.992	eV
highest occupied orbital energy	-11.30	eV
E_LUMO	-3.30	eV

Here are the Löwdin charges for atoms 1 to 6, given in e:
1. C -0.04
2. C -0.27
3. C -0.03
4. C -0.03
5. C -0.21
6. C -0.08



Formula: C33H83Cl3N5O15
Source: the Open Molecules 2025 dataset
Level of theory: ωB97M-V/def2-TZVPD

The geometry in ORCA input format:
```
! RIJCOSX wB97M-V def2-TZVPD def2/J DEFGRID3
* xyz -1 1
Cl 32.56809 -29.03823 -14.94501
O 32.76739 -27.63089 -14.71386
O 32.03704 -29.56403 -13.69448
O 31.59142 -29.29107 -15.96861
O 33.82232 -29.66217 -15.31810
Cl 30.51656 -33.33395 -12.51226
C 29.49732 -31.91823 -12.84189
C 29.22148 -31.81241 -14.32738
Cl 28.11036 -33.12353 -14.88376
H 30.09190 -31.05664 -12.54257
H 28.55574 -31.96611 -12.30224
H 30.11623 -31.73985 -14.93910
H 28.62474 -30.90937 -14.46140
C 34.48033 -27.99251 -18.13664
O 35.53641 -28.12522 -17.20748
H 33.59274 -27.57266 -17.65053
H 34.75259 -27.25828 -18.89688
H 34.20137 -28.92184 -18.63911
H 35.22495 -28.76260 -16.54652
C 31.45754 -34.33743 -16.46075
O 32.37731 -33.82242 -17.41087
C 32.75272 -32.48696 -17.09964
C 33.93571 -32.14060 -17.96036
N 35.09936 -32.97682 -17.66453
C 36.15437 -32.85117 -18.66370
C 37.27237 -33.82987 -18.34789
O 36.82362 -35.12720 -18.70626
C 37.76712 -36.08506 -18.30563
H 30.51054 -33.83355 -16.66972
H 31.78132 -34.12540 -15.43538
H 31.42434 -35.42218 -16.52996
H 33.02314 -32.36870 -16.04641
H 31.90857 -31.83203 -17.34004
H 34.26067 -31.10175 -17.89316
H 33.67249 -32.34136 -19.01444
H 34.80423 -33.94675 -17.62617
H 36.50435 -31.81773 -18.61132
H 35.76602 -33.02578 -19.67698
H 37.43960 -33.79256 -17.26390
H 38.21137 -33.50768 -18.81086
H 38.73084 -36.08725 -18.82728
H 37.36317 -37.08475 -18.48349
H 37.97251 -36.02509 -17.23113
C 36.19122 -28.60276 -12.29591
O 36.62330 -29.76037 -11.61483
C 37.04113 -30.80239 -12.47282
C 36.08732 -31.98955 -12.34733
N 34.89400 -31.78502 -13.13263
C 33.88232 -32.81815 -13.08050
C 34.39227 -34.21751 -13.41083
O 34.91658 -34.22658 -14.72058
C 35.32608 -35.50149 -15.11844
H 35.34178 -28.67728 -12.98225
H 37.01381 -28.23590 -12.92546
H 36.00871 -27.81454 -11.56849
H 38.04704 -31.16572 -12.23540
H 37.14560 -30.45304 -13.50370
H 35.81622 -32.06175 -11.28000
H 36.63169 -32.90503 -12.58450
H 34.42716 -30.92564 -12.86654
H 33.08236 -32.55924 -13.77942
H 33.34125 -32.88641 -12.12190
H 33.55229 -34.92375 -13.40706
H 35.09739 -34.48189 -12.61149
H 36.19489 -35.84360 -14.54057
H 35.68221 -35.42828 -16.15070
H 34.55161 -36.27756 -15.12935
C 28.70346 -24.44166 -15.24222
O 29.21808 -24.18130 -13.95084
C 30.59199 -24.46070 -13.84393
C 30.99435 -24.32433 -12.37916
N 30.34116 -25.33374 -11.53287
C 30.99081 -26.65183 -11.66665
C 30.00407 -27.71132 -11.17052
O 28.74733 -27.59586 -11.78722
C 28.73164 -28.20956 -13.05648
H 29.00702 -25.45049 -15.55377
H 29.10624 -23.72469 -15.96383
H 27.61823 -24.41606 -15.17721
H 31.27249 -23.82268 -14.43678
H 30.82080 -25.43940 -14.28873
H 30.77636 -23.31038 -12.03738
H 32.08271 -24.41251 -12.30551
H 29.44743 -25.52524 -11.98699
H 31.90656 -26.58774 -11.06810
H 31.34989 -26.86972 -12.68171
H 29.90321 -27.61979 -10.08708
H 30.47909 -28.69407 -11.29562
H 29.42256 -27.78584 -13.79580
H 27.75802 -28.07724 -13.53146
H 28.97473 -29.26751 -12.94341
C 30.89569 -32.52598 -5.37455
O 32.13737 -31.90289 -5.60844
C 31.99626 -30.49892 -5.73788
C 33.33749 -29.89618 -6.13363
N 33.40396 -28.45005 -5.98606
C 32.61700 -27.70664 -6.97138
C 33.20881 -27.80290 -8.36842
O 32.80607 -28.94572 -9.06267
C 33.38725 -29.07979 -10.34092
H 31.11432 -33.56549 -5.12193
H 30.28416 -32.56266 -6.28290
H 30.33836 -32.06190 -4.55539
H 31.74847 -30.11561 -4.73741
H 31.23523 -30.18691 -6.46013
H 33.64549 -30.18782 -7.13646
H 34.08572 -30.39668 -5.50829
H 33.17838 -28.15407 -5.04608
H 32.59094 -26.65463 -6.67848
H 31.55181 -27.97966 -6.96610
H 34.29865 -27.69971 -8.30831
H 32.89615 -26.88643 -8.89275
H 33.52940 -28.12964 -10.86178
H 32.82312 -29.71836 -11.01910
H 34.37472 -29.53539 -10.20811
C 26.89252 -27.82512 -17.26838
O 27.43084 -27.71326 -18.56594
C 28.83615 -27.82155 -18.58168
C 29.34817 -29.24734 -18.40363
N 28.89830 -30.05565 -19.55904
C 29.15623 -31.47733 -19.28554
C 28.09159 -32.10093 -18.39917
O 26.86155 -32.11962 -19.08199
C 25.80596 -32.54336 -18.24731
H 25.81163 -27.71001 -17.33459
H 27.23188 -27.02136 -16.60187
H 27.16081 -28.78180 -16.81303
H 29.33312 -27.13481 -17.88236
H 29.22057 -27.48222 -19.54760
H 28.97398 -29.66189 -17.46103
H 30.43647 -29.19337 -18.37807
H 27.88626 -29.94604 -19.51827
H 30.17614 -31.68862 -18.95285
H 29.20217 -31.98026 -20.26072
H 27.99824 -31.62286 -17.41932
H 28.48730 -33.11211 -18.20673
H 24.89690 -32.40299 -18.83108
H 25.71860 -31.90897 -17.35738
H 25.91710 -33.58137 -17.92369
*
```

Values from the calculation:
frontier orbital gap	8.370	eV
highest occupied orbital energy	-6.12	eV
E_LUMO	2.25	eV

Here are the Löwdin charges for atoms 1 to 6, given in e:
1. Cl 0.64
2. O -0.36
3. O -0.38
4. O -0.36
5. O -0.35
6. Cl 0.60



Formula: C7H9N2O2
Source: the Open Molecules 2025 dataset
Level of theory: ωB97M-V/def2-TZVPD

The geometry in ORCA input format:
```
! RIJCOSX wB97M-V def2-TZVPD def2/J DEFGRID3
* xyz 1 1
C 2.49682 -0.72040 1.95740
C 1.33890 -0.36055 2.03408
C -1.87281 -0.29002 -1.13101
C -0.79779 -1.18265 -1.31713
C -0.46749 -0.02297 0.52482
C -0.50366 -2.14688 -2.26304
C 0.07521 0.30507 1.82857
N -1.56936 0.41476 0.01947
N -0.66029 0.89036 2.79000
O 0.08620 -1.04130 -0.28044
O 0.75503 2.38483 1.07915
H 3.43686 -1.25589 1.95777
H -2.61640 -0.04185 -1.87181
H -1.33042 -2.40647 -2.96859
H 0.16616 -1.72666 -2.96236
H -0.11462 -2.95345 -1.82440
H 1.67449 2.36391 1.01436
H -1.66125 1.11063 2.63836
H -0.24324 1.10551 3.68455
H 0.46385 2.86614 0.32111
*
```

Values from the calculation:
frontier orbital gap (alpha / beta)	7.548 / 7.547	eV
highest occupied orbital energy (alpha / beta)	-12.92 / -12.92	eV
E_LUMO (alpha / beta)	-5.37 / -5.37	eV
ΔE to the lowest compared entry with this formula, charge and spin	87.83	kcal/mol

Here are the Löwdin charges for atoms 1 to 6, given in e:
1. C 0.23
2. C -0.01
3. C 0.02
4. C -0.26
5. C -0.29
6. C 0.01